Record 1
DFT (ωB97M-V/def2-TZVPD) results for the molecule C6H10O.

Structure (XYZ):
```
17
Properties=species:S:1:pos:R:3:forces:R:3:nbo_charge:R:1
C 3.036 0.656 0.850 1.9 -0.1 2.0 -0.66
C 1.592 0.818 0.426 1.6 3.0 -0.3 -0.18
C 0.842 -0.065 -0.216 2.1 0.2 -0.7 -0.22
C -0.411 0.192 -0.839 -3.8 0.7 -0.1 -0.36
C -1.475 -0.559 -0.399 -0.8 1.5 -2.0 0.37
O -1.248 -1.780 0.060 1.0 -2.4 1.5 -0.71
C -2.935 -0.155 -0.422 -1.4 -3.2 -1.6 -0.67
H 3.724 1.590 0.919 -1.5 -1.1 -1.5 0.22
H 3.299 0.475 1.960 -1.3 -0.7 -1.3 0.22
H 3.474 -0.167 0.251 0.3 0.6 0.5 0.21
H 1.432 1.941 0.354 -1.0 -1.5 0.5 0.19
H 1.295 -1.001 -0.481 0.2 -0.8 0.6 0.20
H -0.669 1.055 -1.545 0.6 -0.9 1.6 0.22
H -1.909 -2.413 0.433 0.2 1.8 -0.6 0.51
H -3.617 -1.029 -1.031 1.9 2.2 1.4 0.19
H -3.146 0.794 -0.950 0.1 -0.4 1.0 0.24
H -3.282 -0.351 0.629 0.0 1.1 -0.9 0.23
```
Forces are in eV/Å.

## Properties
Molecular weight in g mol⁻¹: 98.14
SMILES: C/C=C/C=C(/C)O
HOMO in eV: -7.82
Energy relative to the best compared isomer or geometry (same formula, charge and spin) in kcal per mole: 64.8


Record 2
DFT (ωB97M-V/def2-TZVPD) results for the molecule C6H10O.

Structure (XYZ):
```
17
Properties=species:S:1:pos:R:3:forces:R:3:nbo_charge:R:1
C -3.007 -0.077 0.838 0.8 0.4 0.3 -0.66
C -1.876 -0.745 0.090 1.0 2.5 0.4 -0.18
C -0.950 0.160 -0.406 1.4 -4.5 -0.4 -0.19
C 0.467 -0.376 -0.570 -0.7 -1.4 1.2 -0.30
C 1.648 0.272 -0.486 -0.3 0.8 -1.6 0.32
O 1.587 1.626 -0.875 -1.6 -0.5 2.3 -0.74
C 2.988 -0.227 0.102 -2.2 2.0 0.9 -0.67
H -2.957 0.561 1.759 1.2 -1.2 -0.3 0.22
H -3.748 -0.767 0.963 -2.2 -1.8 0.8 0.20
H -3.424 0.631 0.217 -1.1 1.7 -1.9 0.21
H -1.871 -1.873 0.063 0.8 1.5 0.3 0.21
H -1.171 1.142 -0.705 -0.3 1.3 0.5 0.21
H 0.423 -1.478 -0.311 0.6 1.3 -0.1 0.19
H 2.179 1.960 -1.512 1.4 -0.2 -1.0 0.48
H 3.768 0.500 -0.143 0.1 -0.5 -0.2 0.22
H 2.783 -0.085 1.220 0.8 -0.8 -1.3 0.23
H 3.161 -1.224 -0.245 0.4 -0.6 0.3 0.23
```
Forces are in eV/Å.

## Properties
Molecular weight in g mol⁻¹: 98.14
SMILES: C/C=C/C=C(/C)O
HOMO in eV: -7.62
Energy relative to the best compared isomer or geometry (same formula, charge and spin) in kcal per mole: 62.1